Record 1
C10H15N2O | wB97M-V/def2-TZVPD

Calculated values
- energy relative to the best compared isomer or geometry (same formula, charge and spin) (kcal/mol) = 0.0
- E_HOMO (alpha / beta) (eV) = -9.73 / -12.43
- total charge = +1
- electronic energy (hartree) = -574.37745
- multiplicity = 3
- HOMO-LUMO gap (alpha / beta) (eV) = 6.939 / 8.075

Positions of all 28 atoms, in Å:
C -2.451984 1.160559 -1.267585
C -2.419494 -0.075446 -0.614846
C -1.667127 2.180358 -0.787706
C -1.789637 -0.211063 0.568106
C -1.019990 1.954766 0.453987
C -1.106146 0.796189 1.230101
C 2.130766 -1.674687 1.192463
C 0.923760 -2.423081 0.472623
C 1.141575 -0.108955 -0.149735
C 1.542626 0.809883 -1.257995
N 2.148147 -0.449536 0.687047
N 0.453891 -1.390644 -0.497550
O -0.434304 0.680206 2.394834
H -2.727802 1.245049 -2.306906
H -2.912614 -0.917221 -1.064274
H -1.625156 3.074592 -1.329943
H -1.750723 -1.220425 1.026173
H -0.284313 2.694833 0.684919
H 2.702283 -2.070531 1.974226
H 1.100987 -3.400761 0.036904
H 0.228705 -2.671449 1.348934
H 0.704179 1.161956 -1.874369
H 2.397421 0.386579 -1.873998
H 1.944120 1.675720 -0.695645
H 2.698826 0.352149 0.928633
H 0.683271 -1.774225 -1.428101
H -0.665192 -1.294954 -0.365932
H 0.053926 1.510142 2.515636

Forces on the atoms, in the same order (eV/Å):
1.03 -0.59 -1.02
-1.17 1.07 -1.52
-0.32 -2.00 2.46
0.14 -2.39 3.06
0.06 1.08 -0.82
0.11 1.74 -2.00
-2.48 -4.01 -1.02
1.24 0.36 3.73
-1.13 -0.89 -2.48
0.31 0.38 0.16
1.51 3.52 -0.14
-1.77 -0.98 0.39
-0.13 -0.28 -0.21
-0.90 -0.13 0.04
-0.15 -0.31 -0.06
0.53 1.25 -0.45
-0.47 0.54 0.10
0.24 0.64 0.77
0.67 -0.22 0.81
0.40 0.20 -0.57
0.08 0.73 -1.54
0.36 -0.22 0.16
-0.99 0.34 0.56
-0.08 -0.06 -0.69
0.65 -0.41 0.65
-0.22 0.62 0.10
2.69 0.27 -0.72
-0.18 -0.25 0.26

***

Record 2
C10H15N2O2 | wB97M-V/def2-TZVPD

Calculated values
- energy relative to the best compared isomer or geometry (same formula, charge and spin) (kcal/mol) = 31.1
- E_HOMO (eV) = -12.12
- total charge = +1
- electronic energy (hartree) = -649.72150
- HOMO-LUMO gap (eV) = 9.199

Positions of all 29 atoms, in Å:
C 1.618838 -1.697520 2.178906
C 0.817119 -1.558566 1.033471
C 1.887957 0.688952 1.945733
C 2.184320 -0.505914 2.649701
C 1.158372 0.657510 0.846740
C -3.527402 0.082862 -2.901058
C -2.826928 -1.213742 -3.082143
C -2.463019 1.177777 -2.712031
C -1.241477 -0.442595 -1.554938
C 2.662066 1.995428 2.210648
N 0.537743 -0.450969 0.403977
N 3.272001 -0.489735 3.492821
O -1.930388 -1.432848 -1.994461
O -1.621343 0.827841 -1.666122
H 1.638068 -2.666434 2.717008
H 0.285285 -2.531334 0.710140
H -4.284121 0.294858 -3.672758
H -3.984213 0.143358 -1.935299
H -3.581909 -2.001524 -2.960621
H -2.279061 -1.399912 -3.989734
H -1.820746 1.513124 -3.599932
H -2.916218 2.115795 -2.258745
H 0.746592 1.493345 0.281722
H 3.597738 1.932090 1.646740
H 2.234265 2.953501 1.931691
H 2.810162 2.097542 3.298090
H -0.128889 -0.497850 -0.677575
H 3.630972 -1.455349 3.742733
H 3.524217 0.370310 3.915294

Forces on the atoms, in the same order (eV/Å):
-1.20 0.47 -0.35
-0.99 -3.92 1.20
1.71 2.12 1.06
2.15 -0.12 -0.54
-3.27 0.17 -1.85
0.93 1.80 -0.63
-2.27 -1.35 0.17
-1.71 3.15 -1.53
0.74 0.87 1.72
0.05 -0.79 0.95
1.04 -0.36 -0.51
-1.25 -2.89 -0.45
1.27 0.63 -0.26
2.01 -2.78 0.20
0.37 0.81 -0.56
0.85 1.78 0.11
0.52 -0.03 0.23
-0.88 -0.64 0.52
0.38 -0.05 -0.28
0.15 0.31 -0.42
-1.00 -0.79 1.05
0.11 -0.94 -1.22
1.02 0.52 0.30
0.19 -0.03 0.53
-0.73 -0.33 -0.37
0.44 0.07 -0.42
-0.80 -0.17 0.62
-0.43 2.34 0.17
0.63 0.15 0.55

***

Record 3
C10H15N3NiO | wB97M-V/def2-TZVPD

Calculated values
- E_HOMO (alpha / beta) (eV) = -17.38 / -16.38
- total charge = +2
- electronic energy (hartree) = -2136.72305
- multiplicity = 3
- HOMO-LUMO gap (alpha / beta) (eV) = 8.928 / 3.399

Positions of all 30 atoms, in Å:
C -2.642624 2.197100 -1.507586
C -1.348240 2.110835 -0.467094
C -0.521710 0.732996 -0.789860
C 0.990370 1.226342 -1.309321
N 2.232780 1.215099 -1.722368
C -0.467946 -0.355274 0.433025
C -1.925130 -0.434707 1.251450
N -3.218149 -0.439709 1.507186
C -0.183403 -1.915794 -0.048862
C 1.252198 -2.124166 -0.824070
N 1.221490 -2.030482 -2.221679
C 0.642209 0.061383 1.612416
O 0.730035 -0.974222 2.687799
C 2.163197 -1.393726 2.792215
H -2.156076 2.417615 -2.575553
H -3.341032 3.129125 -1.293991
H -3.220153 1.185682 -1.623277
H -1.636180 2.272628 0.655208
H -0.661436 3.040622 -0.762471
H -1.099651 0.202664 -1.690163
H -0.164937 -2.640060 0.888415
H -1.112949 -2.287582 -0.703045
H 2.291216 -2.320889 -0.322749
H 0.207358 -1.833302 -2.462749
H 1.720994 0.222940 1.188780
H 0.195930 1.022792 2.149605
H 2.274545 -2.372615 3.461945
H 2.629161 -1.679173 1.744450
H 2.799379 -0.561887 3.362079
Ni 2.348755 2.325767 -3.409735

Forces on the atoms, in the same order (eV/Å):
0.94 0.49 -0.90
-0.37 1.37 -0.84
-0.48 0.60 -0.22
7.51 -2.30 -2.54
-10.61 0.69 3.12
0.27 -0.88 2.09
-8.99 0.30 -0.34
12.22 0.01 -2.22
-1.21 -0.05 -0.02
1.11 0.12 -5.12
-2.41 0.22 8.30
-0.63 0.51 0.92
1.96 0.70 -2.54
1.02 -1.05 1.19
-1.11 -0.51 2.18
1.44 -2.25 -0.19
0.91 2.03 0.61
0.55 -0.75 -2.13
-1.41 -2.06 0.80
1.69 1.25 1.62
0.33 1.49 -1.56
2.28 0.81 1.13
-2.24 0.25 -0.77
1.20 -0.55 -1.27
-2.18 -0.06 0.52
1.19 -1.84 -1.30
-0.76 2.21 -1.42
-0.96 0.91 2.05
-1.41 -1.58 -1.51
0.13 -0.08 0.35

***

Record 4
C10H15N3O | wB97M-V/def2-TZVPD

Calculated values
- energy relative to the best compared isomer or geometry (same formula, charge and spin) (kcal/mol) = 118.6
- E_HOMO (alpha / beta) (eV) = -7.21 / -7.21
- electronic energy (hartree) = -629.33971
- HOMO-LUMO gap (alpha / beta) (eV) = 7.881 / 7.882

Positions of all 29 atoms, in Å:
C 1.701597 1.355602 -0.019075
C 3.075262 1.622172 0.241097
C 1.196951 0.161724 -0.344212
C 3.483301 -0.927042 -0.031117
C 4.398539 -1.862973 -0.029200
C -2.638767 0.232614 0.450035
C -1.671170 -0.766146 1.047456
C -1.835713 1.485809 0.026207
C -0.712613 -1.200073 -0.080968
C -1.103512 0.911828 -1.228901
N 4.028313 0.773152 0.143962
N -0.076682 -0.092486 -0.803501
N 2.131196 -0.930608 -0.407738
O 5.223216 0.790677 0.453569
H 0.929129 2.213182 0.048696
H 3.477790 2.509134 0.543920
H 4.081439 -2.821138 0.135408
H 5.349752 -1.449690 0.007506
H -3.036105 -0.161385 -0.388283
H -3.537414 0.562421 1.157409
H -0.981270 -0.421653 1.777064
H -2.004462 -1.744441 1.488324
H -2.392258 2.265351 -0.297288
H -1.017596 1.827513 0.679508
H -0.093359 -1.876525 0.371808
H -1.438522 -1.573330 -0.889593
H -1.786307 0.424591 -1.905491
H -0.549375 1.585530 -1.823979
H 1.604701 -1.773061 -0.348381

Forces on the atoms, in the same order (eV/Å):
-2.26 2.36 0.13
-0.08 -1.11 -0.51
2.09 0.31 -0.41
-1.31 4.13 -1.22
-1.18 2.21 0.38
-0.51 2.97 5.55
0.71 -1.52 -0.53
2.45 -3.41 -1.03
-4.33 1.66 -2.76
1.96 -0.30 1.50
-1.22 -6.15 -0.10
-0.50 -1.33 0.80
-1.05 0.82 0.59
0.72 1.01 -0.14
1.79 -1.34 -0.17
0.33 2.78 0.74
-0.16 -2.54 -0.11
1.98 0.10 0.43
-1.68 -1.37 -2.71
1.87 -0.93 -1.23
0.12 1.18 1.15
-0.60 1.01 -0.53
-2.08 2.52 -0.65
-0.79 -0.21 0.31
1.85 -1.93 0.31
1.27 -0.73 1.12
-0.31 -0.42 -0.12
0.47 1.29 -0.48
0.42 -1.07 -0.29